{"formula": "C54H130N8O20", "method": "ωB97M-V/def2-TZVPD", "symbols": ["C", "C", "C", "O", "C", "C", "C", "O", "O", "O", "H", "H", "C", "O", "C", "C", "N", "H", "H", "C", "C", "O", "C", "H", "H", "H", "H", "H", "H", "H", "H", "H", "H", "H", "H", "H", "H", "C", "O", "C", "C", "N", "H", "H", "C", "C", "O", "C", "H", "H", "H", "H", "H", "H", "H", "H", "H", "H", "H", "H", "H", "H", "C", "O", "C", "C", "N", "H", "H", "C", "C", "O", "C", "H", "H", "H", "H", "H", "H", "H", "H", "H", "H", "H", "H", "H", "H", "C", "O", "C", "C", "N", "H", "H", "C", "C", "O", "C", "H", "H", "H", "H", "H", "H", "H", "H", "H", "H", "H", "H", "H", "H", "C", "O", "C", "C", "N", "H", "H", "C", "C", "O", "C", "H", "H", "H", "H", "H", "H", "H", "H", "H", "H", "H", "H", "H", "H", "C", "O", "C", "C", "N", "H", "H", "C", "C", "O", "C", "H", "H", "H", "H", "H", "H", "H", "H", "H", "H", "H", "H", "H", "H", "C", "O", "C", "C", "N", "H", "H", "C", "C", "O", "C", "H", "H", "H", "H", "H", "H", "H", "H", "H", "H", "H", "H", "H", "H", "C", "O", "C", "C", "N", "H", "H", "C", "C", "O", "C", "H", "H", "H", "H", "H", "H", "H", "H", "H", "H", "H", "H", "H", "H"], "positions_angstrom": [[-0.296, 0.486, -0.545], [0.049, 0.589, 0.771], [0.030, -0.518, 1.784], [0.395, -0.426, 3.006], [-0.578, -1.681, 1.525], [-1.087, -1.970, 0.165], [-0.934, -0.823, -0.944], [-1.182, -1.142, -2.126], [-1.854, -2.893, -0.035], [0.262, 1.844, 1.109], [-0.315, 1.327, -1.223], [-0.638, -2.470, 2.260], [8.233, 11.302, -7.996], [8.676, 9.929, -7.860], [10.086, 9.945, -7.659], [10.580, 8.464, -7.804], [9.589, 7.580, -7.029], [9.920, 7.617, -6.075], [8.654, 7.958, -6.982], [9.393, 6.127, -7.335], [8.353, 5.438, -6.463], [7.069, 6.103, -6.228], [6.234, 5.537, -5.251], [8.675, 11.870, -8.814], [8.537, 11.893, -7.131], [7.153, 11.354, -8.136], [10.362, 10.375, -6.696], [10.595, 10.510, -8.440], [11.580, 8.230, -7.439], [10.476, 8.011, -8.791], [10.325, 5.590, -7.161], [9.007, 6.179, -8.352], [8.856, 5.114, -5.552], [8.153, 4.458, -6.895], [6.039, 4.482, -5.444], [5.347, 6.172, -5.246], [6.736, 5.583, -4.285], [7.156, 1.651, 7.390], [7.053, 0.675, 6.362], [6.775, 1.194, 5.113], [6.817, -0.024, 4.145], [6.297, -1.392, 4.756], [6.674, -1.486, 5.688], [5.295, -1.424, 4.873], [6.677, -2.654, 3.954], [6.120, -3.947, 4.574], [6.073, -3.968, 5.935], [5.810, -5.185, 6.528], [6.518, 2.524, 7.250], [8.127, 2.137, 7.484], [6.950, 1.282, 8.394], [7.543, 1.899, 4.793], [5.822, 1.690, 4.926], [7.873, -0.172, 3.921], [6.413, 0.112, 3.142], [7.693, -2.727, 3.567], [6.104, -2.391, 3.065], [6.889, -4.659, 4.272], [5.128, -4.117, 4.157], [5.733, -5.125, 7.614], [6.591, -5.946, 6.509], [4.868, -5.637, 6.217], [4.278, -6.928, -9.065], [3.527, -5.890, -8.473], [2.213, -6.192, -8.045], [1.584, -4.954, -7.253], [1.440, -3.620, -8.044], [0.989, -3.806, -8.928], [0.744, -3.042, -7.593], [2.752, -2.774, -8.244], [2.639, -1.896, -9.502], [1.307, -1.465, -9.578], [0.841, -0.497, -8.675], [4.484, -7.791, -8.432], [5.280, -6.555, -9.278], [3.887, -7.331, -9.999], [2.256, -6.907, -7.223], [1.431, -6.490, -8.743], [2.069, -4.688, -6.314], [0.591, -5.251, -6.917], [3.642, -3.402, -8.285], [2.866, -2.178, -7.338], [2.801, -2.489, -10.403], [3.364, -1.095, -9.360], [1.232, 0.500, -8.877], [0.948, -0.648, -7.601], [-0.230, -0.424, -8.864], [-11.288, 10.419, -4.323], [-11.004, 9.759, -3.102], [-11.352, 10.538, -1.997], [-10.594, 10.077, -0.720], [-9.089, 9.785, -1.002], [-8.673, 9.438, -0.150], [-9.061, 8.945, -1.561], [-8.139, 10.918, -1.549], [-6.784, 10.348, -1.958], [-6.759, 9.078, -2.656], [-5.429, 8.689, -3.097], [-12.323, 10.183, -4.568], [-10.730, 9.823, -5.046], [-11.021, 11.475, -4.354], [-12.417, 10.329, -1.894], [-11.264, 11.608, -2.183], [-11.051, 9.223, -0.220], [-10.624, 10.809, 0.087], [-8.004, 11.539, -0.664], [-8.739, 11.377, -2.335], [-6.080, 10.227, -1.135], [-6.327, 11.137, -2.555], [-4.562, 8.922, -2.479], [-5.138, 9.098, -4.064], [-5.427, 7.604, -3.199], [-8.537, 0.758, -5.665], [-8.119, -0.355, -4.897], [-7.900, -0.007, -3.497], [-7.882, -1.368, -2.779], [-7.181, -2.428, -3.679], [-7.236, -2.146, -4.648], [-6.201, -2.368, -3.444], [-7.707, -3.843, -3.446], [-7.178, -4.868, -4.410], [-7.230, -4.355, -5.750], [-6.722, -5.291, -6.712], [-7.670, 1.385, -5.874], [-9.253, 1.441, -5.207], [-8.967, 0.405, -6.602], [-8.758, 0.583, -3.174], [-6.956, 0.466, -3.228], [-8.872, -1.734, -2.507], [-7.382, -1.366, -1.810], [-8.787, -3.698, -3.467], [-7.404, -4.099, -2.431], [-7.696, -5.826, -4.379], [-6.135, -5.080, -4.173], [-6.990, -4.997, -7.727], [-7.134, -6.283, -6.528], [-5.639, -5.399, -6.647], [4.410, -3.943, 11.362], [3.265, -3.811, 12.200], [2.139, -3.127, 11.579], [1.439, -3.926, 10.471], [1.144, -5.280, 10.957], [2.045, -5.682, 11.175], [0.724, -5.063, 11.849], [0.399, -6.069, 9.879], [0.116, -7.541, 10.342], [1.342, -8.200, 10.712], [1.122, -9.469, 11.308], [4.282, -4.500, 10.434], [5.236, -4.278, 11.989], [4.850, -2.977, 11.116], [2.415, -2.167, 11.143], [1.501, -2.840, 12.415], [2.150, -4.083, 9.660], [0.532, -3.455, 10.092], [1.039, -6.140, 8.999], [-0.438, -5.467, 9.526], [-0.261, -8.164, 9.531], [-0.684, -7.602, 11.080], [0.429, -9.351, 12.141], [2.051, -9.767, 11.795], [0.879, -10.252, 10.591], [2.220, -9.432, -0.969], [1.034, -9.538, -0.210], [0.301, -10.754, -0.524], [-0.901, -10.949, 0.343], [-2.137, -10.170, -0.218], [-1.872, -9.196, -0.191], [-2.352, -10.347, -1.189], [-3.427, -10.517, 0.561], [-4.102, -11.884, 0.194], [-3.271, -12.973, 0.600], [-3.916, -14.259, 0.597], [2.063, -9.289, -2.038], [2.853, -10.315, -0.876], [2.740, -8.565, -0.560], [0.803, -11.719, -0.454], [0.013, -10.728, -1.575], [-0.834, -10.625, 1.382], [-1.193, -11.993, 0.231], [-4.095, -9.707, 0.266], [-3.126, -10.458, 1.607], [-4.445, -12.077, -0.822], [-4.969, -11.875, 0.854], [-4.974, -14.286, 0.856], [-3.284, -14.852, 1.257], [-3.802, -14.645, -0.416], [1.241, 8.922, 3.289], [-0.113, 8.795, 3.710], [-0.358, 9.209, 5.059], [-1.715, 8.508, 5.390], [-1.690, 6.958, 5.131], [-2.610, 6.590, 5.324], [-1.309, 6.621, 4.259], [-0.765, 6.150, 6.042], [-0.985, 6.317, 7.547], [-2.308, 5.917, 7.819], [-2.477, 4.496, 7.848], [1.375, 8.173, 2.508], [1.959, 8.665, 4.067], [1.494, 9.930, 2.961], [-0.443, 10.252, 5.367], [0.435, 8.786, 5.675], [-2.608, 8.792, 4.833], [-1.989, 8.719, 6.424], [0.259, 6.340, 5.719], [-0.942, 5.130, 5.701], [-0.884, 7.380, 7.765], [-0.243, 5.855, 8.198], [-2.054, 3.975, 6.989], [-3.531, 4.282, 7.672], [-2.180, 4.023, 8.785]], "mulliken_charge": [-0.716, 0.371, 0.312, -0.822, -0.477, 0.334, 0.499, -0.744, -0.701, -0.787, 0.368, 0.367, -0.769, -0.347, -0.529, -0.622, -0.227, 0.377, 0.487, -0.651, -0.667, -0.318, -0.697, 0.313, 0.334, 0.271, 0.415, 0.442, 0.388, 0.314, 0.330, 0.434, 0.433, 0.445, 0.287, 0.231, 0.324, -0.819, -0.316, -0.483, -0.731, -0.272, 0.445, 0.416, -0.810, -0.420, -0.289, -0.727, 0.329, 0.324, 0.279, 0.370, 0.412, 0.371, 0.464, 0.448, 0.423, 0.333, 0.429, 0.165, 0.333, 0.328, -0.792, -0.261, -0.382, -0.915, -0.160, 0.368, 0.427, -0.649, -0.398, -0.386, -0.745, 0.315, 0.269, 0.340, 0.343, 0.388, 0.434, 0.415, 0.419, 0.370, 0.337, 0.346, 0.309, 0.357, 0.252, -0.783, -0.345, -0.550, -0.726, -0.285, 0.398, 0.413, -0.522, -0.508, -0.328, -0.786, 0.330, 0.256, 0.363, 0.458, 0.442, 0.395, 0.372, 0.339, 0.366, 0.408, 0.382, 0.325, 0.321, 0.262, -0.772, -0.332, -0.466, -0.698, -0.265, 0.521, 0.412, -0.658, -0.590, -0.300, -0.747, 0.318, 0.307, 0.270, 0.404, 0.360, 0.347, 0.416, 0.417, 0.348, 0.453, 0.390, 0.257, 0.302, 0.307, -0.711, -0.357, -0.575, -0.864, -0.101, 0.413, 0.359, -0.633, -0.623, -0.311, -0.759, 0.259, 0.306, 0.330, 0.390, 0.387, 0.434, 0.479, 0.340, 0.437, 0.435, 0.456, 0.347, 0.263, 0.293, -0.737, -0.310, -0.713, -0.416, -0.260, 0.366, 0.401, -0.666, -0.437, -0.305, -0.775, 0.298, 0.337, 0.249, 0.435, 0.326, 0.403, 0.365, 0.404, 0.335, 0.416, 0.381, 0.328, 0.249, 0.326, -0.763, -0.340, -0.406, -0.733, -0.101, 0.405, 0.376, -0.884, -0.373, -0.339, -0.742, 0.268, 0.344, 0.301, 0.431, 0.307, 0.437, 0.389, 0.373, 0.517, 0.250, 0.364, 0.331, 0.284, 0.301], "homo_energy_ev": -10.5, "de_lowest_ev": 5.0426, "total_charge": 6, "multiplicity": 1}

---

{"formula": "C5H8O", "method": "ωB97M-V/def2-TZVPD", "symbols": ["O", "C", "C", "C", "C", "C", "H", "H", "H", "H", "H", "H", "H", "H"], "positions_angstrom": [[2.065, 0.813, 0.957], [1.176, 0.194, 0.433], [0.694, 0.203, -1.042], [-0.852, 0.057, -0.912], [-0.939, 0.203, 0.602], [0.158, -0.734, 1.111], [0.993, 1.072, -1.632], [1.173, -0.686, -1.466], [-1.410, 0.861, -1.398], [-1.216, -0.898, -1.313], [-1.887, 0.276, 1.128], [-0.403, 1.199, 0.716], [0.227, -0.844, 2.194], [0.221, -1.718, 0.622]], "mulliken_charge": [-0.572, 0.330, -0.547, -0.577, -0.531, -0.514, 0.310, 0.313, 0.313, 0.276, 0.444, 0.228, 0.289, 0.238], "homo_energy_ev": -9.3, "de_lowest_ev": 1.0463, "total_charge": 0, "multiplicity": 1, "smiles": "O=C1CCCC1"}

---

Question: What is the formula in the first record?
Answer: C54H130N8O20